1) Here is a structure of composition C5H15N3O from OMol25. Energies are from the ωB97M-V functional and the def2-TZVPD basis.

Last column: natural (NBO) charge in e.
Element x y z (Å)
C 1.231 0.624 -0.781  -0.042
C 2.402 1.145 -1.612  -0.608
C 0.351 -0.324 -1.614  -0.640
N 0.503 1.747 -0.201  -0.852
H 1.645 0.059 0.065  0.163
H 0.102 2.323 -0.935  0.342
H -0.253 1.404 0.389  0.395
H 3.004 0.326 -2.009  0.202
H -0.528 -0.632 -1.044  0.209
H 2.033 1.730 -2.459  0.197
H 3.036 1.791 -1.006  0.221
H -0.014 0.186 -2.509  0.208
H 0.905 -1.209 -1.944  0.195
C -2.732 -0.094 0.945  -0.244
C -0.213 -1.188 2.051  0.689
N 0.047 -2.241 1.290  -0.827
O -1.431 0.090 1.431  -0.808
N 0.004 -0.594 3.083  -0.573
H -0.687 -2.918 1.136  0.415
H 0.608 -2.067 0.468  0.419
H -0.702 0.247 2.852  0.456
H -3.211 0.881 0.784  0.181
H -3.365 -0.665 1.642  0.151
H -2.733 -0.623 -0.020  0.150

* net charge: 0
* M: 133.19 g mol⁻¹
* HOMO: -8.825 eV
* Kohn-Sham gap: 0.34584 hartree

2) Here is a structure of composition C5H15N3O from OMol25. Energies are from the ωB97M-V functional and the def2-TZVPD basis.

Last column: natural (NBO) charge in e.
Element x y z (Å)
C 1.460 0.349 -0.105  0.517
C 1.162 0.141 -1.571  -0.682
C 1.614 -0.808 0.712  -0.871
N -0.049 1.338 0.582  -0.709
O 2.375 1.409 0.039  -0.735
H 2.941 1.204 0.792  0.487
H 0.188 2.211 0.117  0.407
H 0.183 1.411 1.568  0.402
H 2.099 -0.637 1.675  0.192
H 0.212 -0.375 -1.694  0.230
H 1.950 -0.474 -2.006  0.241
H 1.138 1.094 -2.101  0.217
H 1.967 -1.693 0.194  0.232
H 0.102 -1.169 1.086  0.377
N -1.085 -1.376 1.180  -0.771
N -1.656 -2.041 0.059  -0.676
C -1.452 1.016 0.421  0.036
C -2.070 1.035 -0.764  -0.518
H -1.367 -1.875 2.018  0.340
H -0.913 -2.441 -0.515  0.321
H -2.123 -1.337 -0.525  0.330
H -1.997 1.005 1.351  0.216
H -3.139 0.892 -0.813  0.218
H -1.541 1.123 -1.699  0.199

* net charge: 0
* M: 133.19 g mol⁻¹
* HOMO: -7.005 eV
* Kohn-Sham gap: 0.28066 hartree

The relative energies come out as 1) 0.0; 2) 49.7, with values in kcal/mol.

1) Here is a cluster of 2 separate species, CH4ClN2O in total from OMol25. Energies are from the ωB97M-V functional and the def2-TZVPD basis.

Last column: natural (NBO) charge in e.
Element x y z (Å)
C 0.194 -0.847 -0.226  0.342
N 0.658 0.229 -0.738  -0.228
N -1.279 -0.543 1.071  -0.664
O 0.185 1.458 -0.295  -0.461
Cl 0.428 -2.317 -0.811  0.296
H 1.408 0.339 -1.534  0.458
H -1.521 0.443 1.067  0.386
H -0.852 -0.850 1.938  0.380
H 0.779 2.086 -0.472  0.492

* net charge: +1
* M: 95.51 g mol⁻¹
* HOMO: -15.638 eV
* Kohn-Sham gap: 0.37606 hartree

2) Here is the ion CH4ClN2O with charge +1 from OMol25. Energies are from the ωB97M-V functional and the def2-TZVPD basis.

Last column: natural (NBO) charge in e.
Element x y z (Å)
N -0.677 -1.001 -0.053  -0.751
C -0.734 0.339 0.061  0.814
N 0.364 1.159 -0.027  -0.772
O -1.948 0.865 0.021  -0.443
Cl -3.328 -0.179 -0.005  0.370
H 0.184 -1.476 0.260  0.437
H -1.512 -1.551 0.058  0.440
H 1.256 0.818 -0.408  0.452
H 0.329 2.072 0.422  0.452

* net charge: +1
* SMILES string: NC(=[NH2+])OCl
* M: 95.51 g mol⁻¹
* HOMO: -16.319 eV
* Kohn-Sham gap: 0.38249 hartree

The relative energies come out as 1) 86.3; 2) 0.0, with values in kcal/mol.

1) Here is a cluster of 2 separate species, C3H10N3 in total from OMol25. Energies are from the ωB97M-V functional and the def2-TZVPD basis.

Last column: natural (NBO) charge in e.
Element x y z (Å)
C 1.171 -0.558 1.160  -0.454
N -0.075 1.919 1.746  -0.767
C -0.459 1.130 0.723  0.358
N -0.074 -0.086 0.532  -0.566
H 1.824 0.242 1.511  0.203
H 1.721 -1.142 0.423  0.215
H 0.926 -1.218 1.989  0.225
H 0.368 1.460 2.528  0.410
H -0.689 2.687 1.949  0.418
H -1.153 1.571 0.016  0.193
C -0.710 -1.711 -2.315  0.107
N -0.041 -0.697 -1.972  -0.603
H -1.116 -2.377 -1.562  0.213
H -0.887 -1.938 -3.361  0.211
H 0.349 -0.072 -2.672  0.411
H -0.020 -0.357 -0.824  0.426

* net charge: +1
* M: 88.13 g mol⁻¹
* HOMO: -13.776 eV
* Kohn-Sham gap: 0.36229 hartree

2) Here is a cluster of 2 separate species, C3H10N3 in total from OMol25. Energies are from the ωB97M-V functional and the def2-TZVPD basis.

Last column: natural (NBO) charge in e.
Element x y z (Å)
C 0.564 0.791 0.417  0.753
C -0.799 -2.772 1.307  -0.857
C 0.350 0.735 -1.877  -0.387
N 1.068 0.148 1.264  -0.484
N 0.396 1.535 -0.584  -0.225
N 0.042 2.760 -0.184  -0.622
H 0.063 -3.256 1.581  0.225
H -1.259 -2.020 1.966  0.210
H -1.588 -3.412 1.021  0.246
H -0.559 0.259 -2.149  0.238
H 0.745 1.466 -2.583  0.244
H 0.984 -0.006 -1.591  0.217
H 0.782 -0.600 1.861  0.467
H -0.706 -2.169 0.333  0.179
H 0.783 3.449 -0.309  0.399
H -0.866 3.091 -0.471  0.398

* net charge: +1
* M: 88.13 g mol⁻¹
* HOMO: -15.449 eV
* Kohn-Sham gap: 0.42718 hartree

3) Here is a cluster of 2 separate species, C3H10N3 in total from OMol25. Energies are from the ωB97M-V functional and the def2-TZVPD basis.

Last column: natural (NBO) charge in e.
Element x y z (Å)
C -2.004 0.776 -1.079  0.018
N -2.179 -0.467 -0.908  -0.670
H -1.038 1.226 -0.872  0.167
H -2.778 1.449 -1.439  0.185
H -3.142 -0.710 -1.130  0.377
C 1.699 0.250 0.501  0.046
C 0.621 -0.442 0.869  -0.211
N 0.178 -1.597 0.069  -0.703
N 2.117 1.428 1.066  -0.765
H 2.357 -0.134 -0.274  0.206
H -0.080 -0.158 1.635  0.227
H -0.768 -1.387 -0.359  0.471
H 0.835 -1.771 -0.690  0.428
H 0.106 -2.441 0.643  0.431
H 1.389 1.976 1.502  0.391
H 2.688 2.002 0.466  0.402

* net charge: +1
* M: 88.13 g mol⁻¹
* HOMO: -12.988 eV
* Kohn-Sham gap: 0.37139 hartree

The relative energies come out as 1) 0.0; 2) 70.1; 3) 6.0, with values in kcal/mol.

1) Here is a cluster of 2 separate species, C3H10N3 in total from OMol25. Energies are from the ωB97M-V functional and the def2-TZVPD basis.

Last column: natural (NBO) charge in e.
Element x y z (Å)
C -0.703 1.583 0.384  -0.428
N 0.079 0.658 -0.462  -0.673
C 1.481 0.770 -0.371  0.251
N 2.200 0.467 -1.357  -0.614
H -1.759 1.329 0.307  0.204
H -0.371 1.476 1.416  0.211
H -0.580 2.619 0.070  0.226
H -0.168 0.730 -1.442  0.414
H 1.857 1.115 0.593  0.169
H 3.179 0.559 -1.096  0.365
C -1.909 -1.831 1.153  0.132
N -0.873 -1.729 0.429  -0.583
H -2.435 -0.925 1.431  0.218
H -2.269 -2.798 1.480  0.229
H -0.361 -2.575 0.204  0.429
H -0.478 -0.771 0.053  0.450

* net charge: +1
* M: 88.13 g mol⁻¹
* HOMO: -13.912 eV
* Kohn-Sham gap: 0.33043 hartree

2) Here is a cluster of 2 separate species, C3H10N3 in total from OMol25. Energies are from the ωB97M-V functional and the def2-TZVPD basis.

Last column: natural (NBO) charge in e.
Element x y z (Å)
C 0.102 2.054 -0.705  -0.435
C 2.055 0.746 -0.300  0.077
N 0.810 0.790 -0.484  -0.415
H -0.569 2.235 0.134  0.230
H -0.493 1.963 -1.612  0.239
H 0.810 2.874 -0.802  0.222
H 2.664 1.646 -0.298  0.204
H 2.531 -0.213 -0.146  0.213
H 0.175 -0.222 -0.512  0.432
N -1.151 -1.452 1.689  -0.762
C -1.226 -1.915 0.435  0.358
N -0.603 -1.397 -0.565  -0.778
H -1.792 -1.800 2.375  0.420
H -0.744 -0.544 1.873  0.399
H -1.825 -2.821 0.321  0.198
H -0.743 -1.942 -1.403  0.397

* net charge: +1
* M: 88.13 g mol⁻¹
* HOMO: -14.217 eV
* Kohn-Sham gap: 0.38972 hartree

The relative energies come out as 1) 22.9; 2) 0.0, with values in kcal/mol.

1) Here is a cluster of 2 separate species, C3H10N3 in total from OMol25. Energies are from the ωB97M-V functional and the def2-TZVPD basis.

Last column: natural (NBO) charge in e.
Element x y z (Å)
C 2.601 -0.622 -0.411  -0.363
C 2.369 -0.450 0.881  -0.415
C -0.664 0.172 -0.310  0.379
N -1.705 -0.553 0.279  -0.382
N -0.908 1.394 -0.860  -0.719
N -3.012 -0.065 0.447  -0.622
H 2.259 0.173 -1.114  0.163
H 3.074 -1.409 -0.965  0.218
H 2.862 -1.038 1.569  0.226
H 1.932 0.570 1.043  0.197
H 0.347 -0.072 -0.198  0.260
H -1.513 -1.584 0.412  0.426
H -0.273 1.885 -1.430  0.428
H -1.798 1.874 -0.982  0.436
H -3.425 -0.598 1.212  0.397
H -3.497 -0.192 -0.391  0.371

* net charge: +1
* M: 88.13 g mol⁻¹
* HOMO: -14.019 eV
* Kohn-Sham gap: 0.36164 hartree

2) Here is a cluster of 2 separate species, C3H10N3 in total from OMol25. Energies are from the ωB97M-V functional and the def2-TZVPD basis.

Last column: natural (NBO) charge in e.
Element x y z (Å)
C -2.623 1.153 -0.590  -0.315
C -1.931 0.093 -0.916  -0.271
C -0.441 -0.285 -0.430  0.531
N 0.037 -1.441 -0.956  -0.756
N 0.209 0.435 0.426  -0.740
N 2.678 -0.046 1.305  -1.000
H -3.629 1.154 -0.968  0.236
H -2.457 1.905 0.197  0.217
H -2.431 -0.749 -1.470  0.239
H -0.166 -1.740 -1.912  0.431
H 0.838 -1.796 -0.592  0.393
H 1.329 0.262 0.772  0.438
H -0.399 1.265 0.669  0.415
H 3.253 0.770 1.225  0.401
H 3.244 -0.777 1.016  0.393
H 2.489 -0.201 2.222  0.388

* net charge: +1
* M: 88.13 g mol⁻¹
* HOMO: -14.581 eV
* Kohn-Sham gap: 0.40899 hartree

3) Here is a cluster of 2 separate species, C3H10N3 in total from OMol25. Energies are from the ωB97M-V functional and the def2-TZVPD basis.

Last column: natural (NBO) charge in e.
Element x y z (Å)
C 1.504 1.133 -2.156  -0.291
C 0.224 1.540 -2.091  -0.511
C -0.501 0.418 1.428  0.252
N -0.229 -1.915 2.050  -0.678
N -0.486 -0.478 2.388  -0.404
N -0.494 -0.139 0.056  -0.805
H 1.573 0.267 -2.891  0.222
H 2.396 1.545 -1.680  0.240
H -0.172 2.415 -1.627  0.233
H -0.560 1.130 -2.774  0.227
H 0.043 -2.272 2.903  0.376
H -1.178 -2.352 1.853  0.371
H -0.603 -0.380 3.383  0.438
H -0.134 -1.054 0.136  0.428
H 0.010 0.518 -0.727  0.468
H -1.393 -0.375 -0.251  0.435

* net charge: +1
* M: 88.13 g mol⁻¹
* HOMO: -13.708 eV
* Kohn-Sham gap: 0.37725 hartree

4) Here is the ion C3H10N3 with charge +1 from OMol25. Energies are from the ωB97M-V functional and the def2-TZVPD basis.

Last column: natural (NBO) charge in e.
Element x y z (Å)
C 2.107 -0.370 -0.796  0.049
N 1.347 -0.482 0.228  -0.473
C -0.073 -0.416 0.135  0.053
N -0.489 -1.285 1.286  -0.702
C -0.867 0.949 0.244  -0.220
N -0.905 1.368 -1.055  -0.856
H 3.097 -0.448 -0.696  0.192
H 1.704 -0.049 -1.821  0.159
H -0.423 -0.745 -0.892  0.235
H -1.463 -1.085 1.439  0.440
H -0.150 -2.325 1.207  0.474
H 0.036 -0.882 2.146  0.461
H -0.228 1.621 0.932  0.198
H -1.872 0.691 0.510  0.206
H -1.732 1.860 -1.341  0.402
H -0.089 1.596 -1.527  0.381

* net charge: +1
* SMILES string: C=N[C@@H]([NH3+])CN
* M: 88.13 g mol⁻¹
* HOMO: -13.247 eV
* Kohn-Sham gap: 0.35979 hartree

The relative energies come out as 1) 50.6; 2) 0.0; 3) 101.5; 4) 39.0, with values in kcal/mol.

1) Here is a cluster of 2 separate species, C3H10N3 in total from OMol25. Energies are from the ωB97M-V functional and the def2-TZVPD basis.

Last column: natural (NBO) charge in e.
Element x y z (Å)
C -0.896 1.159 0.819  0.056
C -1.202 0.925 -0.456  -0.214
N -0.228 0.163 -1.263  -0.709
N -1.672 1.851 1.708  -0.774
H 0.023 0.748 1.221  0.206
H -2.010 1.359 -1.019  0.229
H 0.415 0.774 -1.768  0.423
H 0.342 -0.532 -0.699  0.466
H -0.708 -0.384 -1.980  0.429
H -2.671 1.739 1.641  0.403
H -1.346 1.834 2.661  0.401
C 2.401 -2.286 -0.670  0.037
N 1.498 -1.686 -0.019  -0.684
H 2.756 -1.910 -1.625  0.176
H 2.880 -3.196 -0.312  0.184
H 1.194 -2.236 0.782  0.370

* net charge: +1
* M: 88.13 g mol⁻¹
* HOMO: -12.812 eV
* Kohn-Sham gap: 0.36265 hartree

2) Here is a cluster of 2 separate species, C3H10N3 in total from OMol25. Energies are from the ωB97M-V functional and the def2-TZVPD basis.

Last column: natural (NBO) charge in e.
Element x y z (Å)
C -0.777 1.614 0.052  0.329
C -0.114 -1.112 -0.819  -0.297
C 1.386 -0.852 -0.683  -0.236
N -0.945 -0.461 0.128  -0.472
N -1.928 1.963 0.424  -0.668
N 1.869 -0.988 0.659  -0.831
H 0.070 2.246 -0.214  0.236
H -0.553 -2.199 -0.740  0.272
H -0.417 -0.588 -1.746  0.225
H 1.901 -1.480 -1.364  0.225
H 1.634 0.209 -0.863  0.194
H -2.137 2.952 0.914  0.460
H -2.690 1.214 0.613  0.470
H 1.645 -1.879 1.138  0.371
H -0.557 -0.417 1.161  0.369
H 1.614 -0.224 1.340  0.353

* net charge: +1
* M: 88.13 g mol⁻¹
* HOMO: -12.956 eV
* Kohn-Sham gap: 0.28373 hartree

The relative energies come out as 1) 0.0; 2) 91.2, with values in kcal/mol.

1) Here is a structure of composition H12NaO6 from OMol25. Energies are from the ωB97M-V functional and the def2-TZVPD basis.

Last column: natural (NBO) charge in e.
Element x y z (Å)
Na -23.274 -11.441 -15.229  0.945
O -21.397 -10.836 -13.612  -0.968
H -20.529 -10.895 -14.012  0.484
H -21.256 -10.341 -12.806  0.493
O -22.012 -9.853 -16.834  -0.957
H -22.581 -9.209 -17.255  0.483
H -21.372 -9.329 -16.351  0.484
O -24.830 -12.744 -16.740  -0.963
H -25.492 -13.136 -16.170  0.474
H -24.870 -13.260 -17.544  0.496
O -24.482 -9.427 -14.932  -0.965
H -24.505 -8.522 -15.243  0.494
H -25.361 -9.763 -15.107  0.480
O -25.106 -12.391 -13.451  -0.957
H -25.693 -13.109 -13.685  0.476
H -25.682 -11.723 -13.079  0.490
O -22.576 -14.026 -15.240  -0.942
H -22.474 -14.465 -16.084  0.482
H -23.456 -14.265 -14.949  0.468

* net charge: +1
* M: 131.08 g mol⁻¹
* HOMO: -15.049 eV
* Kohn-Sham gap: 0.43022 hartree

2) Here is a structure of composition H12NaO6 from OMol25. Energies are from the ωB97M-V functional and the def2-TZVPD basis.

Last column: natural (NBO) charge in e.
Element x y z (Å)
Na 0.019 0.395 -0.046  0.930
O -2.036 1.061 -0.497  -0.977
H -2.268 1.420 0.345  0.492
H -2.654 1.307 -1.154  0.499
O 0.288 -1.236 1.995  -0.969
H 0.732 -1.333 2.831  0.488
H -0.661 -1.227 2.174  0.491
O -0.152 1.760 2.000  -0.962
H 0.351 1.227 2.577  0.482
H -0.590 2.364 2.566  0.491
O 2.252 -0.159 -0.126  -0.968
H 2.516 -0.584 0.683  0.495
H 2.416 -0.739 -0.895  0.488
O 0.269 0.626 -2.286  -0.961
H 0.977 0.739 -2.939  0.495
H -0.404 0.168 -2.751  0.478
O -0.514 -1.910 -1.119  -0.928
H 0.393 -1.905 -1.378  0.464
H -0.938 -1.969 -1.987  0.474

* net charge: +1
* M: 131.08 g mol⁻¹
* HOMO: -15.330 eV
* Kohn-Sham gap: 0.44335 hartree

The relative energies come out as 1) 0.0; 2) 4.2, with values in kcal/mol.